22
Properties=species:S:1:pos:R:3:mulliken_charge:R:1 method="wB97M-V/def2-TZVPD" de_lowest_kcal_mol=60.08 smiles="[H]/N=C/NCCC.O.O" total_charge=0 homo_lumo_gap_ev=9.841 spin_multiplicity=1
H 1.654 3.278 -2.030 0.24
N 1.455 2.486 -1.441 -0.64
C 1.639 1.329 -1.938 0.09
N 1.818 0.358 -0.911 -0.20
C 1.140 -0.856 -1.345 -0.76
C 1.745 -2.098 -0.716 -0.32
C 3.202 -1.923 -0.604 -0.98
H 1.888 1.150 -3.028 0.30
H 1.627 0.589 0.097 0.30
H 1.320 -0.941 -2.415 0.37
H 0.008 -0.828 -1.278 0.28
H 1.386 -2.168 0.345 0.21
H 1.237 -2.996 -1.286 0.27
H 3.663 -1.363 -1.499 0.22
H 3.326 -1.240 0.228 0.28
H 3.894 -2.744 -0.542 0.35
O -2.491 2.044 4.210 -0.63
H -3.139 1.378 4.138 0.32
H -2.253 2.483 3.429 0.31
O -6.357 -1.044 1.483 -0.61
H -6.944 -1.178 0.837 0.28
H -6.147 -2.040 1.553 0.33

=====

9
Properties=species:S:1:pos:R:3:mulliken_charge:R:1 method="wB97M-V/def2-TZVPD" de_lowest_kcal_mol=72.31 total_charge=0 homo_lumo_gap_ev="8.317 / 8.323" spin_multiplicity=1
C 0.236 0.073 -0.733 -0.12
C -0.883 -0.342 0.153 -0.80
C 1.106 0.760 0.344 -0.66
I 0.919 2.850 0.934 0.02
H 0.721 -0.688 -1.349 0.27
H 0.008 0.794 -1.511 0.24
H -1.581 0.381 0.603 0.29
H -0.938 -1.218 0.767 0.35
H 1.142 0.111 1.230 0.40

=====

28
Properties=species:S:1:pos:R:3:mulliken_charge:R:1 method="wB97M-V/def2-TZVPD" de_lowest_kcal_mol=2.68 smiles="CCOC(=O)C(F)(F)F.CCOC(=O)C(F)(F)F" total_charge=0 homo_lumo_gap_ev=11.860 spin_multiplicity=1
C -1.863 1.886 -2.467 -1.07
C -0.723 0.902 -2.245 -0.32
O -1.182 -0.301 -1.629 -0.21
C -1.574 -1.264 -2.436 0.26
O -1.561 -1.247 -3.629 -0.52
C -2.083 -2.485 -1.641 0.92
F -3.339 -2.257 -1.218 -0.26
F -2.087 -3.566 -2.411 -0.24
F -1.323 -2.739 -0.574 -0.22
H -1.543 2.655 -3.170 0.35
H -2.179 2.317 -1.520 0.30
H -2.711 1.389 -2.940 0.33
H 0.029 1.328 -1.582 0.31
H -0.194 0.712 -3.181 0.37
C 3.827 -0.420 2.491 -1.08
C 2.377 -0.810 2.263 -0.21
O 1.562 0.385 2.351 -0.22
C 0.302 0.256 1.990 0.35
O -0.223 -0.737 1.596 -0.50
C -0.426 1.616 2.026 0.86
F -1.710 1.444 2.353 -0.24
F 0.127 2.476 2.885 -0.25
F -0.371 2.169 0.785 -0.24
H 3.930 0.623 2.790 0.31
H 4.420 -0.557 1.590 0.31
H 4.283 -0.994 3.299 0.29
H 1.952 -1.535 2.957 0.35
H 2.284 -1.247 1.266 0.28

=====

53
Properties=species:S:1:pos:R:3:mulliken_charge:R:1 method="wB97M-V/def2-TZVPD" total_charge=+3 homo_lumo_gap_ev=12.201 spin_multiplicity=1
Al -0.347 -0.513 0.741 0.13
C -0.611 0.802 3.309 -0.48
C -1.158 -0.593 3.605 -0.54
O -0.737 -1.429 2.518 -0.36
C 0.107 -2.549 2.810 -0.52
C 1.503 -2.186 2.309 -0.47
O 1.334 -1.534 1.042 -0.22
C 1.592 -2.318 -0.126 -0.52
C 0.302 -3.018 -0.567 -0.53
O -0.736 -2.086 -0.259 0.09
C -1.944 -2.195 -1.019 -0.61
C -2.969 -1.331 -0.283 -0.62
O -2.207 -0.301 0.353 0.03
C -2.955 0.752 0.957 -0.59
C -1.897 1.745 1.439 -0.42
O -0.752 1.032 1.906 -0.15
H 0.467 0.838 3.502 0.26
H -1.108 1.577 3.902 0.53
H -2.251 -0.601 3.630 0.21
H -0.787 -0.963 4.563 0.58
H -0.294 -3.402 2.256 0.27
H 0.098 -2.795 3.873 0.59
H 2.141 -3.069 2.227 0.50
H 1.986 -1.468 2.978 0.25
H 2.407 -3.026 0.047 0.56
H 1.898 -1.604 -0.897 0.12
H 0.127 -3.957 -0.028 0.30
H 0.328 -3.232 -1.639 0.51
H -2.277 -3.236 -1.065 0.48
H -1.764 -1.824 -2.034 0.42
H -3.504 -1.909 0.478 0.38
H -3.690 -0.903 -0.987 0.41
H -3.560 0.358 1.780 0.28
H -3.618 1.221 0.224 0.52
H -2.292 2.416 2.204 0.52
H -1.549 2.352 0.599 0.15
O -0.110 0.444 -2.520 -0.67
C 0.395 1.031 -1.597 0.60
O 0.390 0.583 -0.372 0.01
C 1.045 2.408 -1.832 -0.37
N 0.788 2.760 -3.259 -0.03
C 2.099 3.008 -3.941 -0.65
C 3.084 2.198 -3.116 -0.66
C 2.579 2.410 -1.690 -0.67
H 0.590 3.128 -1.148 0.39
H 0.156 3.556 -3.382 0.37
H 0.330 1.917 -3.667 0.44
H 2.328 4.073 -3.884 0.35
H 2.042 2.702 -4.985 0.39
H 4.105 2.553 -3.239 0.46
H 3.049 1.146 -3.393 0.27
H 2.905 3.381 -1.321 0.44
H 2.936 1.651 -0.997 0.30

=====

18
Properties=species:S:1:pos:R:3:mulliken_charge:R:1 method="wB97M-V/def2-TZVPD" de_lowest_kcal_mol=41.66 smiles=CCC[C@@H](C)C#N total_charge=0 homo_lumo_gap_ev=10.684 spin_multiplicity=1
C 0.235 1.732 1.675 -1.21
C 0.796 0.416 1.134 -0.25
C 0.557 0.252 -0.398 -0.93
C -0.701 -0.603 -0.800 0.68
C -0.537 -1.336 -2.128 -1.47
C -0.935 -1.455 0.371 0.13
N -0.690 -1.548 1.504 -0.59
H 0.192 1.675 2.765 0.36
H 0.837 2.611 1.411 0.32
H -0.786 1.921 1.315 0.28
H 1.862 0.316 1.329 0.32
H 0.378 -0.490 1.865 0.31
H 0.426 1.227 -0.905 0.36
H 1.430 -0.208 -0.884 0.36
H -1.585 0.044 -0.858 0.22
H -0.434 -0.616 -2.946 0.34
H 0.358 -1.968 -2.117 0.37
H -1.403 -1.971 -2.335 0.38

=====

82
Properties=species:S:1:pos:R:3:mulliken_charge:R:1 method="wB97M-V/def2-TZVPD" de_lowest_kcal_mol=40.91 total_charge=-1 homo_lumo_gap_ev=7.069 spin_multiplicity=1
N 0.176 -0.647 -1.219 0.65
O -0.867 -0.247 -0.626 -0.44
O 1.286 -0.292 -0.755 -0.28
O 0.153 -1.694 -1.957 -0.73
C 4.183 0.820 2.932 -0.48
C 4.146 2.019 3.882 -0.65
C 3.359 3.295 3.277 -0.71
C 2.711 3.317 1.858 -0.04
C 2.746 1.912 1.107 0.28
C 3.457 0.759 1.745 -0.25
N 1.947 4.566 1.356 0.86
O 1.714 5.518 2.107 -0.55
O 1.360 4.337 0.320 -0.49
H 4.572 -0.063 3.107 0.50
H 4.575 2.001 4.817 0.52
H 3.253 4.011 3.931 0.59
H 2.167 1.994 0.141 0.05
H 3.382 -0.135 1.096 0.30
C -4.082 -3.509 -2.150 -0.61
C -3.287 -2.477 -1.368 -0.09
C -4.019 -1.646 -0.304 -0.63
C -5.367 -2.193 0.354 0.19
C -6.093 -3.252 -0.548 -0.39
C -5.414 -3.891 -1.778 -0.63
N -5.904 -1.653 1.476 0.83
O -7.147 -1.900 1.765 -0.58
O -5.183 -0.902 2.159 -0.51
H -3.521 -4.076 -2.877 0.37
H -2.296 -2.187 -1.720 0.44
H -3.612 -0.820 0.123 0.65
H -7.120 -3.670 -0.350 0.33
H -5.720 -4.522 -2.369 0.63
C 0.029 0.653 3.500 0.24
C -1.215 1.069 2.750 -0.56
C -2.374 1.609 3.639 -0.63
C -2.266 1.806 5.117 0.13
C -0.933 1.240 5.774 -0.50
C 0.244 0.732 4.920 -0.68
N -3.402 2.204 5.920 0.88
O -3.187 2.417 7.138 -0.60
O -4.498 1.981 5.532 -0.52
H 0.865 0.390 2.811 0.33
H -1.135 0.997 1.655 0.43
H -3.228 1.925 3.330 0.60
H -0.885 1.488 6.801 0.42
H 1.108 0.183 5.268 0.42
C 4.265 -1.173 -5.720 -0.05
O 4.413 -1.119 -6.981 -0.64
N 3.623 -0.315 -4.862 0.14
C 3.333 -0.492 -3.511 -1.55
C 3.150 0.918 -5.558 -0.73
H 4.563 -2.094 -5.311 0.41
H 4.159 -0.965 -3.174 0.56
H 2.297 -0.879 -3.513 0.48
H 3.270 0.275 -2.954 0.58
H 2.525 0.603 -6.372 0.31
H 3.929 1.489 -5.889 0.35
H 2.651 1.421 -4.638 0.13
C -0.799 4.571 -2.858 0.18
O -1.333 5.450 -3.566 -0.63
N -0.665 3.299 -3.382 0.14
C 0.250 2.410 -2.690 -0.52
C -1.202 2.838 -4.631 -0.91
H -0.201 5.022 -1.929 0.26
H -0.219 2.074 -1.651 0.11
H 1.199 2.472 -2.231 0.34
H 0.253 1.403 -3.276 0.06
H -0.620 1.925 -5.107 0.24
H -1.230 3.754 -5.281 0.36
H -2.223 2.586 -4.526 0.34
C 1.123 -2.719 1.623 0.47
O 1.806 -2.250 2.565 -0.73
N 0.897 -3.952 1.310 0.20
C -0.077 -4.260 0.337 -0.90
C 1.644 -4.940 2.032 -1.01
H 0.616 -1.961 0.994 -0.04
H 0.083 -4.387 -0.654 0.32
H -0.871 -3.409 0.501 0.26
H -0.575 -5.254 0.558 0.39
H 1.501 -5.845 1.418 0.42
H 1.148 -5.300 2.987 0.29
H 2.640 -4.663 2.255 0.30

=====

62
Properties=species:S:1:pos:R:3:mulliken_charge:R:1 method="wB97M-V/def2-TZVPD" de_lowest_kcal_mol=0.00 smiles="CCOc1cc2c(cc1OCC)[C@H](C(=O)O)[C@@H](c1cc(OC)c(OC)c(OC)c1)N(C)C2=O" total_charge=0 homo_lumo_gap_ev=8.707 spin_multiplicity=1
C -2.586 -2.890 -2.665 -0.90
C -3.835 -2.226 -2.094 -0.53
O -3.713 -1.919 -0.718 -0.55
C -2.887 -0.899 -0.321 1.47
C -2.324 0.015 -1.199 -0.22
C -1.465 1.015 -0.765 -1.19
C -1.159 1.124 0.586 -0.12
C -1.739 0.243 1.475 -0.41
C -2.601 -0.770 1.055 0.06
O -3.057 -1.551 2.066 -0.49
C -4.085 -2.509 1.879 -0.15
C -4.483 -3.010 3.260 -1.45
C -0.207 2.208 1.000 -0.26
C -0.932 3.534 1.191 0.26
O -0.522 4.600 0.820 -0.60
O -2.079 3.386 1.852 -0.41
C 0.873 2.355 -0.086 -0.88
C 1.763 1.127 -0.069 -0.71
C 2.744 1.017 0.898 -0.47
C 3.555 -0.114 1.007 -0.10
O 4.463 -0.037 2.013 -0.45
C 5.372 -1.085 2.270 -0.76
C 3.358 -1.181 0.118 0.80
O 4.127 -2.332 0.194 -0.53
C 4.924 -2.594 -0.949 -0.83
C 2.337 -1.075 -0.837 -0.03
O 2.075 -2.105 -1.720 -0.55
C 1.519 -3.260 -1.118 -0.69
C 1.567 0.071 -0.943 -0.01
N 0.245 2.587 -1.367 0.11
C 0.926 3.476 -2.276 -1.24
C -0.876 1.937 -1.769 0.83
O -1.360 2.087 -2.880 -0.75
H -1.731 -2.220 -2.617 0.22
H -2.761 -3.162 -3.702 0.40
H -2.352 -3.789 -2.099 0.31
H -4.677 -2.923 -2.130 0.43
H -4.103 -1.334 -2.671 0.31
H -2.529 -0.020 -2.257 0.65
H -1.535 0.310 2.532 0.55
H -3.723 -3.341 1.264 0.26
H -4.944 -2.051 1.377 0.35
H -3.623 -3.451 3.757 0.33
H -4.845 -2.183 3.865 0.34
H -5.266 -3.757 3.170 0.42
H 0.257 1.956 1.958 0.95
H -2.523 4.243 1.960 0.39
H 1.473 3.242 0.146 0.89
H 2.923 1.818 1.599 0.58
H 6.084 -1.213 1.451 0.26
H 4.859 -2.031 2.455 0.29
H 5.910 -0.778 3.167 0.29
H 5.675 -1.808 -1.087 0.34
H 4.322 -2.674 -1.856 0.31
H 5.421 -3.542 -0.751 0.28
H 1.373 -3.976 -1.924 0.28
H 0.555 -3.025 -0.654 0.21
H 2.185 -3.685 -0.362 0.28
H 0.816 0.104 -1.715 0.77
H 0.973 4.480 -1.850 0.33
H 1.938 3.116 -2.475 0.32
H 0.358 3.500 -3.204 0.42

=====

86
Properties=species:S:1:pos:R:3:mulliken_spin:R:1 method="wB97M-V/def2-TZVPD" de_lowest_kcal_mol=4.41 total_charge=0 s_squared=6.106 homo_lumo_gap_ev="7.629 / 5.944" spin_multiplicity=5
Pd -0.158 0.595 -0.853 1.40
O 0.582 -0.969 -2.275 0.21
C -0.133 -1.827 -2.842 0.13
C 0.386 -3.158 -3.056 0.04
C -0.344 -4.099 -3.697 -0.01
C -1.654 -3.812 -4.203 0.12
C -2.191 -2.582 -4.026 -0.07
C -1.489 -1.553 -3.323 0.12
C -2.101 -0.306 -3.204 -0.05
N -1.620 0.697 -2.478 0.27
N -2.287 1.832 -2.569 0.32
C -1.600 2.830 -1.916 -0.04
O -0.466 2.682 -1.431 0.20
C -2.294 4.130 -1.774 0.02
C -1.883 4.979 -0.747 0.01
C -2.540 6.183 -0.551 0.00
C -3.591 6.545 -1.384 0.01
C -3.999 5.699 -2.408 -0.01
C -3.359 4.485 -2.599 0.02
H 1.376 -3.363 -2.671 0.00
H 0.068 -5.091 -3.835 0.00
H -2.210 -4.579 -4.724 0.01
H -3.180 -2.358 -4.408 0.00
H -3.019 -0.116 -3.753 0.01
H -1.077 4.669 -0.095 0.00
H -2.236 6.835 0.257 0.00
H -4.100 7.489 -1.232 0.00
H -4.820 5.984 -3.054 0.00
H -3.672 3.808 -3.383 0.00
C -3.855 2.420 1.380 0.00
C -2.733 1.399 1.359 -0.01
C -2.885 0.371 2.470 0.00
O -2.790 0.656 0.123 0.01
C -1.363 2.078 1.572 0.00
O -1.314 3.054 2.305 0.02
O -0.316 1.519 1.055 0.16
H -4.824 1.918 1.372 0.00
H -3.790 3.082 0.510 0.00
H -3.770 3.043 2.266 0.00
H -3.865 -0.107 2.411 0.00
H -2.782 0.856 3.442 0.00
H -2.112 -0.395 2.379 0.00
H -3.203 1.219 -0.544 0.00
C -2.866 -3.493 0.361 0.01
C -1.450 -3.296 0.834 -0.08
C -0.800 -4.247 1.621 0.25
C 0.509 -4.056 2.073 -0.07
C 1.183 -5.091 2.939 0.00
C 1.186 -2.907 1.720 0.13
C 0.575 -1.912 0.905 0.09
C -0.766 -2.149 0.499 0.06
N 1.131 -0.769 0.462 0.60
C 2.501 -0.324 0.734 -0.19
C 2.691 0.005 2.232 0.05
C 4.109 0.538 2.465 0.00
C 4.305 1.833 1.672 0.00
C 4.122 1.541 0.181 0.00
C 5.164 0.519 -0.276 0.00
C 4.963 -0.782 0.505 0.00
C 5.132 -0.509 2.006 0.00
C 3.558 -1.334 0.239 0.07
C 2.716 0.980 -0.051 0.07
H -3.298 -4.407 0.767 0.00
H -2.903 -3.554 -0.729 -0.01
H -3.491 -2.650 0.661 0.00
H -1.328 -5.154 1.899 0.01
H 0.512 -5.921 3.157 0.00
H 1.501 -4.657 3.888 0.00
H 2.070 -5.495 2.449 0.00
H 2.191 -2.776 2.084 0.04
H -1.282 -1.383 -0.070 0.14
H 2.526 -0.877 2.849 0.00
H 1.938 0.747 2.512 -0.02
H 4.237 0.736 3.532 0.00
H 5.302 2.243 1.857 0.00
H 3.575 2.580 1.997 0.00
H 4.231 2.464 -0.393 0.00
H 6.173 0.906 -0.108 0.00
H 5.060 0.330 -1.349 0.00
H 5.697 -1.524 0.181 0.00
H 6.147 -0.151 2.204 0.00
H 5.000 -1.437 2.574 0.00
H 3.452 -2.300 0.730 0.00
H 3.403 -1.498 -0.832 -0.01
H 2.570 0.775 -1.118 0.00
H 1.970 1.710 0.272 -0.01

=====

91
Properties=species:S:1:pos:R:3:mulliken_charge:R:1 method="wB97M-V/def2-TZVPD" de_lowest_kcal_mol=47.59 total_charge=0 homo_lumo_gap_ev=6.942 spin_multiplicity=1
La -1.700 0.992 0.125 1.77
C 2.022 0.666 5.265 -1.23
C 2.482 0.464 3.821 -0.39
N 2.043 1.538 2.967 -0.03
C 0.862 1.576 2.318 0.26
S -0.005 0.107 2.146 -0.52
N 0.495 2.800 1.958 -1.43
N -0.591 2.989 1.202 0.93
C -1.057 4.211 1.123 0.47
C -0.418 5.362 1.856 -1.82
C -2.244 4.437 0.319 0.50
C -2.711 5.731 0.031 -0.87
C -3.842 5.900 -0.740 -0.57
C -4.529 4.775 -1.178 -0.94
C -4.016 3.534 -0.840 -0.23
N -2.905 3.357 -0.143 0.29
H 2.388 -0.140 5.894 0.43
H 2.393 1.612 5.655 0.34
H 0.937 0.666 5.312 0.24
H 3.572 0.423 3.764 0.34
H 2.064 -0.460 3.423 0.19
H 2.496 2.434 3.077 0.28
H 0.184 4.958 2.666 0.42
H 0.238 5.929 1.193 0.30
H -1.161 6.039 2.273 0.47
H -2.172 6.589 0.397 0.44
H -4.192 6.894 -0.981 0.43
H -5.424 4.851 -1.773 0.45
H -4.534 2.629 -1.135 0.51
N -0.922 -2.008 -3.445 -0.37
C -1.239 -1.353 -2.296 0.48
S 0.063 -0.447 -1.600 -0.64
N -2.443 -1.539 -1.849 -1.18
N -2.851 -0.937 -0.683 0.67
C -3.965 -1.408 -0.211 -0.46
C -4.657 -0.988 0.969 0.81
C -5.808 -1.709 1.337 -0.95
C -6.533 -1.408 2.465 -0.72
C -6.112 -0.360 3.286 -0.50
C -4.993 0.364 2.966 -0.47
C -4.236 0.100 1.798 0.16
O -3.231 0.859 1.531 -0.14
H -0.069 -1.762 -3.913 0.19
H -1.669 -2.419 -3.977 0.22
H -4.428 -2.233 -0.760 0.28
H -6.118 -2.531 0.705 0.38
H -7.418 -1.974 2.721 0.39
H -6.667 -0.112 4.181 0.40
H -4.647 1.178 3.586 0.42
C 2.233 -3.377 -3.506 -0.91
C 3.677 -3.789 -3.245 -0.78
C 4.004 -3.793 -1.748 -0.53
N 4.038 -2.459 -1.193 0.06
C 3.226 -1.904 -0.275 -0.33
S 3.230 -0.280 -0.026 -0.35
N 2.412 -2.751 0.459 0.37
C 2.794 -3.917 1.086 -0.02
O 1.989 -4.740 1.453 -0.64
C 4.261 -4.025 1.356 0.60
C 4.891 -2.979 2.023 0.02
C 6.225 -3.085 2.373 -0.73
C 6.942 -4.222 2.043 -0.42
C 6.316 -5.269 1.385 -0.63
C 4.974 -5.182 1.060 -0.46
H 2.039 -3.345 -4.576 0.48
H 2.038 -2.394 -3.080 0.07
H 1.539 -4.082 -3.055 0.33
H 4.351 -3.104 -3.763 0.36
H 3.858 -4.794 -3.637 0.36
H 4.982 -4.262 -1.585 0.31
H 3.246 -4.378 -1.226 0.34
H 4.617 -1.795 -1.687 0.27
H 1.453 -2.441 0.584 0.05
H 4.330 -2.095 2.286 0.48
H 6.703 -2.278 2.908 0.42
H 7.985 -4.299 2.311 0.39
H 6.878 -6.155 1.131 0.39
H 4.473 -6.010 0.578 0.50
N 0.026 3.118 -2.260 -0.14
C -1.043 2.730 -3.006 0.40
C -1.238 3.248 -4.298 -1.00
C -2.339 2.859 -5.024 -0.43
C -3.239 1.971 -4.441 -1.11
C -2.980 1.518 -3.165 -0.33
N -1.918 1.884 -2.446 0.58
H 0.794 3.549 -2.747 0.28
H 0.289 2.516 -1.486 -0.03
H -0.516 3.943 -4.695 0.41
H -2.499 3.229 -6.027 0.41
H -4.120 1.643 -4.964 0.48
H -3.654 0.822 -2.683 0.48

=====

12
Properties=species:S:1:pos:R:3:mulliken_charge:R:1 method="wB97M-V/def2-TZVPD" de_lowest_kcal_mol=48.24 total_charge=+1 homo_lumo_gap_ev=8.012 spin_multiplicity=1
C -0.113 -1.462 0.225 -0.94
N -0.050 1.153 1.169 -0.44
N 0.029 0.994 -1.383 -0.42
P 0.578 0.201 -0.070 0.76
Cl 3.350 -0.079 0.143 -0.26
H -1.236 -1.266 0.099 0.41
H 0.318 -1.730 1.143 0.40
H 0.309 -2.126 -0.632 0.37
H -0.361 0.471 1.830 0.24
H 0.197 2.087 1.582 0.29
H 0.073 2.089 -1.424 0.30
H -0.165 0.593 -2.325 0.29